Density functional theory data (ωB97M-V/def2-TZVPD) for the molecule C19H22FNO4S2 at a distorted geometry.

E: -54127.155 eV
Energy above the lowest of the compared OMol25 structures with the same formula, charge and spin: 0.174 eV
Gap between HOMO and LUMO: 9.4 eV
Strongest force on any atom: 3.19 eV/A
SMILES: O=C(O)[C@H]1CC[C@H](CN(Cc2ccc(F)cc2)S(=O)(=O)c2cccs2)CC1
Multiplicity: 1
E_HOMO: -9.39 eV

Last columns: bonded neighbours and bond lengths (Å).
Cartesian coordinates (Å):
1 O -3.173 2.293 5.029  C7 1.216
2 O 1.222 0.937 -3.429  S27 1.485
3 O 0.045 2.431 -1.892  S27 1.473
4 F -0.829 -5.442 1.111  C16 1.332
5 O -3.394 3.811 3.336  C7 1.370, H28 0.972
6 S 2.470 4.033 -0.887  C8 1.765, C11 1.762
7 C -2.862 2.694 3.924  O1 1.216, O5 1.370, C25 1.535
8 C 4.225 4.221 -0.900  S6 1.765, C9 1.375, H29 1.074
9 C 4.887 3.156 -1.463  C8 1.375, C10 1.451, H30 1.079
10 C 3.974 2.112 -1.893  C9 1.451, C11 1.380, H31 1.103
11 C 2.668 2.423 -1.575  S6 1.762, C10 1.380, S27 1.836
12 C 1.131 -4.163 0.851  C14 1.408, C16 1.392, H32 1.104
13 C -0.819 -3.753 -0.529  C15 1.403, C16 1.395, H33 1.076
14 C 1.802 -3.080 0.253  C12 1.408, C17 1.433, H34 1.073
15 C -0.175 -2.653 -1.115  C13 1.403, C17 1.406, H35 1.087
16 C -0.169 -4.481 0.468  F4 1.332, C12 1.392, C13 1.395
17 C 1.125 -2.282 -0.725  C14 1.433, C15 1.406, C19 1.513
18 N 1.047 0.134 -0.938  C19 1.449, C20 1.460, S27 1.753
19 C 1.695 -1.067 -1.423  C17 1.513, N18 1.449, H36 1.105, H37 1.104
20 C 1.281 0.434 0.472  N18 1.460, C26 1.511, H38 1.092, H39 1.090
21 C -2.271 1.700 1.633  C23 1.556, C25 1.547, H40 1.103, H41 1.078
22 C -0.447 2.363 3.314  C24 1.544, C25 1.528, H42 1.080, H43 1.096
23 C -1.205 0.789 0.958  C21 1.556, C26 1.532, H44 1.089, H45 1.087
24 C 0.576 1.431 2.627  C22 1.544, C26 1.556, H46 1.095, H47 1.099
25 C -1.871 1.843 3.120  C7 1.535, C21 1.547, C22 1.528, H48 1.090
26 C 0.228 1.306 1.116  C20 1.511, C23 1.532, C24 1.556, H49 1.087
27 S 1.162 1.485 -2.050  O2 1.485, O3 1.473, C11 1.836, N18 1.753
28 H -3.198 3.764 2.384  O5 0.972
29 H 4.770 5.053 -0.494  C8 1.074
30 H 5.961 3.118 -1.556  C9 1.079
31 H 4.267 1.228 -2.484  C10 1.103
32 H 1.680 -4.757 1.603  C12 1.104
33 H -1.830 -3.991 -0.809  C13 1.076
34 H 2.822 -2.876 0.521  C14 1.073
35 H -0.718 -2.073 -1.856  C15 1.087
36 H 2.783 -1.013 -1.236  C19 1.105
37 H 1.562 -1.258 -2.502  C19 1.104
38 H 1.400 -0.474 1.067  C20 1.092
39 H 2.240 0.949 0.533  C20 1.090
40 H -3.273 1.241 1.593  C21 1.103
41 H -2.301 2.650 1.124  C21 1.078
42 H -0.281 3.348 2.905  C22 1.080
43 H -0.184 2.380 4.379  C22 1.096
44 H -1.453 0.745 -0.102  C23 1.089
45 H -1.278 -0.198 1.410  C23 1.087
46 H 0.620 0.422 3.049  C24 1.095
47 H 1.589 1.842 2.741  C24 1.099
48 H -1.863 0.840 3.546  C25 1.090
49 H 0.291 2.315 0.718  C26 1.087